# 1
Here is a molecular structure, C26H36HfN7O4S from the Open Molecules 2025 dataset. Energies are from ωB97M-V with the def2-TZVPD basis set.

LUMO level	-3.53	eV
highest occupied orbital energy	-10.4	eV
HOMO-LUMO gap	0.2539	Eh

```
! wB97M-V def2-TZVPD RIJCOSX def2/J DEFGRID3
* xyz 1 1
Hf 0.0969 0.4996 0.1591
N -0.1652 -1.5373 1.2536
C -1.5062 -1.8982 1.6483
C -1.8802 -3.1579 2.0010
C -3.2033 -3.4080 2.4336
C -4.1049 -2.3885 2.5199
C -3.7347 -1.0738 2.1442
C -4.6192 0.0267 2.1780
C -4.1919 1.2488 1.7487
C -2.8833 1.3872 1.2633
N -2.0155 0.3927 1.2381
C -2.4278 -0.8362 1.6902
H 0.3652 -1.2613 2.0841
H 0.3356 -2.3169 0.8344
H -1.1625 -3.9686 1.9650
H -3.4899 -4.4129 2.7105
H -5.1134 -2.5722 2.8675
H -5.6316 -0.1146 2.5370
H -4.8457 2.1093 1.7553
H -2.5457 2.3396 0.8756
C 5.2390 -2.4621 0.1963
C 5.6075 -1.4891 -0.9201
C 5.6351 -0.0454 -0.4221
C 4.7016 -1.6671 -2.1375
N 3.2796 -1.4224 -1.8475
C 2.6440 -0.2724 -1.7002
N 1.3749 -0.5445 -1.4484
N 1.2801 -1.9009 -1.4127
N 2.4137 -2.4263 -1.6411
H 5.9365 -2.3596 1.0279
H 5.2753 -3.4971 -0.1482
H 4.2426 -2.2413 0.5875
H 6.6037 -1.7419 -1.2942
H 4.7101 0.2155 0.0897
H 5.8093 0.6628 -1.2371
H 6.4427 0.0839 0.2977
H 4.7543 -2.6911 -2.5016
H 4.9923 -0.9961 -2.9438
H 3.0816 0.7091 -1.7678
O 3.2544 1.5256 2.3749
S 2.2471 0.9160 1.5920
O 0.8240 0.9682 2.1740
O 1.9524 1.6111 0.2517
O 2.4028 -0.5066 1.2065
C -0.9175 6.4347 -2.7231
C -0.7672 5.3955 -1.6450
C -0.4038 5.7661 -0.3527
C -0.2452 4.8074 0.6341
C 0.1606 5.1706 2.0403
C -0.4784 3.4772 0.3109
C -0.8010 3.0583 -0.9847
C -0.9538 4.0524 -1.9514
N -0.9111 1.6656 -1.1879
C -1.6640 1.0786 -2.3216
C -3.0989 1.6053 -2.3637
C -1.7215 -0.4478 -2.0863
C -0.9612 1.2785 -3.6743
H -1.1379 7.4127 -2.2982
H -1.7145 6.1742 -3.4196
H 0.0070 6.5229 -3.2978
H -0.2519 6.8131 -0.1182
H 0.2879 6.2455 2.1500
H 1.1012 4.6831 2.3017
H -0.5905 4.8413 2.7605
H -0.3945 2.7672 1.1365
H -1.2148 3.8046 -2.9686
H -3.6590 1.2616 -1.4898
H -3.5990 1.2318 -3.2585
H -3.1308 2.6935 -2.3820
H -1.8939 -0.7040 -1.0276
H -0.8389 -0.9681 -2.4503
H -2.5862 -0.8374 -2.6229
H -1.1226 2.2669 -4.0953
H -1.3438 0.5527 -4.3947
H 0.1117 1.1195 -3.5582
*
```

So, what does the Löwdin scheme give us? The charges, in e, come out as: Hf 1.7013; N 0.0184; C -0.2199; C 0.0148; C -0.0390; C -0.0054; C -0.1326; C 0.0309; C -0.0087; C -0.0829; N 0.0196; C -0.1645; H 0.1036; H 0.1015; H 0.1281; H 0.1182; H 0.1257; H 0.1328; H 0.1222; H 0.1073; C -0.0609; C -0.3993; C -0.0554; C -0.0852; N -0.0516; C -0.1013; N -0.0851; N -0.0022; N 0.1146; H 0.0890; H 0.0838; H 0.0593; H 0.1412; H 0.0506; H 0.0870; H 0.0931; H 0.1321; H 0.1347; H 0.1543; O -0.2160; S 0.3411; O -0.4323; O -0.4252; O -0.3700; C -0.0404; C -0.2499; C -0.0040; C -0.2484; C -0.0252; C -0.0676; C -0.2838; C 0.0055; N -0.1402; C -0.6037; C -0.0242; C -0.0588; C -0.0299; H 0.0798; H 0.0804; H 0.0895; H 0.1211; H 0.0797; H 0.0886; H 0.0857; H 0.0765; H 0.0941; H 0.0781; H 0.0956; H 0.0788; H 0.0559; H 0.0552; H 0.1027; H 0.0694; H 0.0927; H 0.0794


# 2
Here is a single C26H36N4O5 molecule from the Open Molecules 2025 dataset. Energies are from ωB97M-V with the def2-TZVPD basis set.

LUMO level	0.72	eV
highest occupied orbital energy	-8.9	eV
HOMO-LUMO gap	0.3526	Eh

```
! wB97M-V def2-TZVPD RIJCOSX def2/J DEFGRID3
* xyz 0 1
C 3.9364 -2.9453 4.2308
C 3.4640 -1.9714 3.2172
C 3.4573 -0.6084 3.1915
C 2.8657 -0.3018 1.9361
N 2.5544 -1.4016 1.2872
O 2.9263 -2.4439 2.0784
N 2.5901 0.9246 1.3859
C 2.5817 2.1136 2.0592
O 3.0181 2.2610 3.1773
C 1.9163 3.2240 1.2630
C 0.3930 3.0652 1.3872
C -0.1036 1.8922 0.5503
O 0.5598 1.5026 -0.4055
N -1.2722 1.3049 0.8713
C -2.0092 1.6585 2.0710
C -1.5423 0.8377 3.2350
C -2.1921 -0.0110 4.0822
C -1.2027 -0.5439 4.9466
C -0.0264 0.0136 4.5561
O -0.2210 0.8503 3.5250
H 0.9790 -0.0914 4.9118
H -1.3538 -1.2449 5.7411
H -3.2414 -0.2246 4.0984
H -1.8747 2.7241 2.2682
H -3.0742 1.4976 1.9152
C -1.6513 0.1083 0.0785
C -0.7491 -1.0673 0.4884
H -0.8459 -1.1766 1.5728
C -1.1281 -2.4012 -0.1566
C -2.6032 -2.7189 0.0538
C -3.4504 -1.5640 -0.4662
C -3.1156 -0.2906 0.3070
H -3.7607 0.5244 -0.0266
H -3.2895 -0.4920 1.3650
H -3.2623 -1.4137 -1.5305
H -4.5116 -1.7878 -0.3400
H -2.8621 -3.6425 -0.4670
H -2.8043 -2.8658 1.1178
H -0.9303 -2.3838 -1.2283
H -0.5051 -3.1823 0.2834
H 0.2995 -0.8433 0.2857
C -1.5766 0.5870 -1.3972
O -2.3133 1.4862 -1.7522
N -0.7685 -0.0891 -2.2314
H -0.0119 -0.6169 -1.8262
C -0.5566 0.3444 -3.5988
C 0.7782 1.0771 -3.7383
C 0.9832 1.5331 -5.1788
C 0.9342 0.3384 -6.1268
C -0.3920 -0.4025 -5.9835
C -0.5997 -0.8580 -4.5419
H 0.1892 -1.5615 -4.2629
H -1.5594 -1.3692 -4.4433
H -0.4106 -1.2670 -6.6505
H -1.2099 0.2612 -6.2720
H 1.7565 -0.3425 -5.8944
H 1.0607 0.6753 -7.1577
H 1.9436 2.0440 -5.2723
H 0.1981 2.2427 -5.4484
H 0.7905 1.9277 -3.0559
H 1.5877 0.4026 -3.4470
H -1.3776 1.0300 -3.8326
H -0.0999 3.9676 1.0146
H 0.1567 2.9392 2.4413
H 2.2175 4.1811 1.6884
H 2.2103 3.1769 0.2143
H 2.1454 0.9015 0.4707
H 3.8061 0.0888 3.9212
H 4.6855 -3.6043 3.7951
H 4.3674 -2.4164 5.0750
H 3.1069 -3.5618 4.5742
*
```

So, what does the natural (NBO) scheme give us? The charges, in e, come out as: C -0.6604; C 0.3397; C -0.3869; C 0.3171; N -0.1933; O -0.2781; N -0.6359; C 0.6999; O -0.6086; C -0.4900; C -0.5028; C 0.7335; O -0.6942; N -0.4273; C -0.2602; C 0.2605; C -0.3037; C -0.3075; C 0.0965; O -0.4193; H 0.2143; H 0.2288; H 0.2287; H 0.2294; H 0.2408; C 0.0807; C -0.4416; H 0.2186; C -0.4033; C -0.3981; C -0.3866; C -0.4280; H 0.2384; H 0.2020; H 0.2060; H 0.2106; H 0.2087; H 0.1911; H 0.1991; H 0.2172; H 0.2424; C 0.7197; O -0.6526; N -0.6160; H 0.4011; C -0.0614; C -0.4070; C -0.3960; C -0.3959; C -0.3988; C -0.3885; H 0.1892; H 0.2106; H 0.2072; H 0.1958; H 0.1919; H 0.2065; H 0.2077; H 0.1964; H 0.2276; H 0.1897; H 0.2273; H 0.2430; H 0.2376; H 0.2373; H 0.2387; H 0.4475; H 0.2615; H 0.2357; H 0.2328; H 0.2332